(1)
{
  "formula": "C32H98N6O14",
  "method": "the ωB97M-V functional and the def2-TZVPD basis",
  "species": ["C", "C", "C", "O", "C", "N", "H", "H", "H", "H", "H", "H", "H", "H", "H", "H", "H", "C", "C", "C", "O", "C", "N", "H", "H", "H", "H", "H", "H", "H", "H", "H", "H", "H", "C", "C", "C", "O", "C", "N", "H", "H", "H", "H", "H", "H", "H", "H", "H", "H", "H", "C", "C", "C", "O", "C", "N", "H", "H", "H", "H", "H", "H", "H", "H", "H", "H", "H", "C", "C", "C", "O", "C", "N", "H", "H", "H", "H", "H", "H", "H", "H", "H", "H", "H", "C", "C", "C", "O", "C", "N", "H", "H", "H", "H", "H", "H", "H", "H", "H", "H", "H", "C", "O", "H", "H", "H", "H", "C", "O", "H", "H", "H", "H", "C", "O", "H", "H", "H", "H", "C", "O", "H", "H", "H", "H", "C", "O", "H", "H", "H", "H", "C", "O", "H", "H", "H", "H", "C", "O", "H", "H", "H", "H", "C", "O", "H", "H", "H", "H"],
  "xyz": [[-17.94, -5.55, 27.74], [-16.72, -5.75, 26.84], [-15.59, -6.53, 27.51], [-15.16, -5.92, 28.71], [-14.29, -4.83, 28.50], [-17.17, -6.41, 25.61], [-18.36, -6.52, 28.01], [-18.70, -4.92, 27.27], [-17.62, -5.13, 28.70], [-16.33, -4.76, 26.55], [-14.78, -6.71, 26.79], [-15.93, -7.54, 27.76], [-13.95, -4.47, 29.47], [-14.84, -3.99, 28.04], [-13.40, -4.97, 27.88], [-16.40, -6.43, 24.95], [-17.82, -5.81, 25.11], [-11.98, -6.89, 35.79], [-12.57, -5.50, 35.99], [-11.43, -4.47, 36.10], [-10.49, -4.89, 37.09], [-9.33, -4.10, 37.05], [-13.38, -5.16, 34.81], [-11.28, -6.88, 34.95], [-12.75, -7.65, 35.67], [-11.35, -7.18, 36.64], [-13.14, -5.47, 36.92], [-11.75, -3.45, 36.34], [-10.95, -4.39, 35.12], [-9.53, -3.04, 37.26], [-8.78, -4.14, 36.11], [-8.69, -4.53, 37.82], [-12.79, -5.26, 33.98], [-13.68, -4.18, 34.79], [-16.99, -9.12, 30.95], [-16.52, -7.95, 31.83], [-15.03, -7.93, 32.10], [-14.54, -9.13, 32.66], [-13.20, -9.39, 32.36], [-16.91, -6.69, 31.16], [-16.85, -10.05, 31.49], [-16.50, -9.16, 29.98], [-18.06, -8.96, 30.77], [-17.03, -8.07, 32.79], [-14.81, -7.09, 32.77], [-14.48, -7.68, 31.18], [-13.03, -9.41, 31.28], [-12.85, -10.32, 32.80], [-12.58, -8.57, 32.75], [-16.38, -6.64, 30.30], [-16.58, -5.92, 31.78], [-9.17, -4.31, 32.66], [-10.56, -3.80, 32.33], [-10.66, -3.14, 30.97], [-11.94, -2.58, 30.77], [-12.26, -1.41, 31.46], [-11.49, -4.96, 32.42], [-8.80, -5.01, 31.91], [-9.14, -4.85, 33.61], [-8.45, -3.50, 32.81], [-10.81, -3.08, 33.12], [-10.44, -3.80, 30.13], [-9.91, -2.34, 30.85], [-12.21, -1.53, 32.55], [-13.27, -1.11, 31.19], [-11.59, -0.58, 31.23], [-12.40, -4.62, 32.10], [-11.21, -5.62, 31.70], [-16.70, -2.96, 31.21], [-15.51, -3.22, 32.14], [-15.19, -2.09, 33.13], [-14.10, -2.50, 33.94], [-13.41, -1.41, 34.48], [-15.85, -4.47, 32.87], [-16.63, -3.74, 30.46], [-16.58, -1.99, 30.72], [-17.66, -3.02, 31.72], [-14.64, -3.46, 31.53], [-16.05, -1.84, 33.76], [-15.04, -1.17, 32.54], [-12.42, -1.66, 34.86], [-14.02, -0.95, 35.27], [-13.21, -0.60, 33.77], [-16.59, -4.27, 33.54], [-15.09, -4.74, 33.49], [-10.48, 4.14, 39.06], [-9.91, 3.93, 37.65], [-9.98, 2.49, 37.18], [-11.27, 1.99, 37.42], [-11.50, 0.76, 36.81], [-10.66, 4.80, 36.71], [-10.17, 3.42, 39.82], [-11.57, 4.15, 39.13], [-10.11, 5.13, 39.34], [-8.87, 4.25, 37.61], [-9.26, 1.94, 37.79], [-9.68, 2.44, 36.12], [-11.35, 0.83, 35.72], [-12.51, 0.37, 36.91], [-10.79, 0.00, 37.18], [-11.66, 4.61, 36.87], [-10.60, 5.74, 37.08], [-18.87, -0.43, 32.51], [-19.72, -1.56, 32.48], [-17.82, -0.71, 32.60], [-19.04, 0.06, 31.56], [-19.12, 0.28, 33.31], [-19.51, -2.10, 33.27], [-16.38, 1.56, 34.44], [-15.54, 1.95, 33.37], [-17.40, 1.96, 34.31], [-16.47, 0.48, 34.57], [-15.98, 1.99, 35.35], [-15.77, 1.43, 32.59], [-17.28, 1.95, 30.43], [-16.52, 0.81, 30.86], [-17.88, 2.41, 31.21], [-16.63, 2.70, 29.97], [-17.97, 1.59, 29.66], [-16.01, 0.50, 30.11], [-16.22, -1.26, 37.45], [-14.89, -0.92, 37.78], [-16.92, -1.12, 38.28], [-16.53, -0.59, 36.64], [-16.35, -2.29, 37.10], [-14.41, -1.69, 38.09], [-12.16, 2.13, 33.86], [-10.74, 2.20, 33.91], [-12.54, 1.39, 33.17], [-12.54, 1.88, 34.86], [-12.54, 3.11, 33.56], [-10.51, 2.93, 34.50], [-20.02, -5.13, 31.42], [-19.84, -6.51, 31.14], [-19.59, -4.46, 30.68], [-21.10, -4.95, 31.44], [-19.71, -4.86, 32.44], [-18.87, -6.64, 31.21], [-18.48, -4.14, 35.33], [-18.35, -2.95, 34.54], [-19.46, -4.14, 35.81], [-18.42, -5.02, 34.69], [-17.72, -4.19, 36.11], [-18.58, -2.19, 35.08], [-16.00, -6.41, 36.90], [-15.54, -6.87, 35.65], [-16.92, -6.92, 37.18], [-15.31, -6.57, 37.75], [-16.14, -5.32, 36.82], [-14.80, -6.29, 35.41]],
  "homo_energy_ev": -8.52,
  "homo_lumo_gap_ev": 8.7,
  "multiplicity": 1
}

(2)
{
  "formula": "C33H10F15GeIrN2O4S",
  "method": "the ωB97M-V functional and the def2-TZVPD basis",
  "species": ["Ir", "O", "C", "O", "C", "C", "C", "C", "C", "N", "C", "O", "O", "H", "H", "H", "H", "F", "C", "C", "C", "F", "C", "F", "C", "F", "C", "F", "Ge", "S", "C", "C", "F", "C", "F", "C", "F", "C", "F", "C", "F", "C", "C", "F", "C", "F", "C", "F", "C", "F", "C", "F", "C", "C", "C", "C", "C", "C", "C", "C", "N", "H", "H", "H", "H", "H", "H"],
  "xyz": [[0.37, 1.29, -0.03], [3.55, 0.85, -2.99], [2.67, 0.94, -2.01], [1.48, 0.74, -2.15], [3.28, 1.30, -0.69], [4.62, 1.48, -0.44], [5.01, 1.80, 0.87], [4.05, 1.92, 1.87], [2.72, 1.73, 1.53], [2.38, 1.43, 0.28], [1.53, 1.92, 2.46], [1.70, 2.25, 3.60], [0.36, 1.70, 1.90], [3.07, 0.58, -3.80], [5.35, 1.39, -1.23], [6.05, 1.96, 1.09], [4.30, 2.17, 2.89], [-2.58, -4.18, 1.29], [-1.38, -3.72, 1.70], [-0.94, -2.49, 1.24], [0.32, -2.10, 1.68], [0.88, -0.97, 1.22], [1.08, -2.86, 2.54], [2.29, -2.45, 2.93], [0.58, -4.07, 3.00], [1.30, -4.82, 3.83], [-0.66, -4.51, 2.57], [-1.13, -5.68, 2.99], [-2.09, -1.50, 0.00], [-1.76, 0.59, -0.55], [-3.94, -1.48, 0.63], [-4.94, -1.11, -0.25], [-4.65, -0.92, -1.55], [-6.25, -0.91, 0.14], [-7.18, -0.57, -0.74], [-6.58, -1.08, 1.48], [-7.83, -0.89, 1.88], [-5.61, -1.43, 2.39], [-5.93, -1.58, 3.68], [-4.30, -1.61, 1.96], [-3.40, -1.93, 2.89], [-1.91, -2.64, -1.59], [-0.70, -2.61, -2.25], [0.30, -1.83, -1.79], [-0.43, -3.37, -3.37], [0.75, -3.31, -3.99], [-1.41, -4.22, -3.86], [-1.18, -4.97, -4.93], [-2.64, -4.29, -3.21], [-3.57, -5.12, -3.67], [-2.87, -3.51, -2.09], [-4.06, -3.64, -1.50], [-0.36, 3.14, -0.53], [0.88, 3.95, -0.55], [1.37, 4.53, 0.62], [2.65, 5.05, 0.67], [3.44, 5.05, -0.48], [2.92, 4.59, -1.69], [1.64, 4.06, -1.72], [4.81, 5.48, -0.41], [5.93, 5.76, -0.36], [-0.84, 3.06, -1.51], [-1.06, 3.41, 0.25], [0.76, 4.50, 1.52], [3.04, 5.45, 1.59], [3.52, 4.64, -2.59], [1.23, 3.68, -2.65]],
  "homo_energy_ev": -8.31,
  "homo_lumo_gap_ev": 6.6,
  "multiplicity": 1
}

(3)
{
  "formula": "C33H11F15GeNO4PdS3",
  "method": "the ωB97M-V functional and the def2-TZVPD basis",
  "species": ["Pd", "C", "C", "O", "C", "C", "C", "C", "C", "C", "O", "H", "H", "H", "H", "H", "H", "H", "O", "S", "O", "N", "C", "S", "C", "C", "C", "C", "C", "C", "H", "H", "H", "H", "F", "C", "C", "C", "F", "C", "F", "C", "F", "C", "F", "Ge", "S", "C", "C", "F", "C", "F", "C", "F", "C", "F", "C", "F", "C", "C", "F", "C", "F", "C", "F", "C", "F", "C", "F"],
  "xyz": [[1.45, -0.19, 0.36], [2.35, -3.35, 2.99], [2.31, -1.93, 2.51], [1.77, -1.84, 1.36], [2.83, -0.86, 3.29], [3.47, -1.18, 4.52], [4.01, -0.22, 5.32], [3.94, 1.13, 4.92], [3.34, 1.49, 3.75], [2.77, 0.51, 2.89], [2.22, 0.96, 1.80], [1.82, -3.98, 2.28], [1.88, -3.44, 3.97], [3.38, -3.68, 3.08], [3.52, -2.21, 4.83], [4.48, -0.49, 6.26], [4.36, 1.90, 5.55], [3.28, 2.52, 3.43], [-0.52, 2.90, -1.76], [0.68, 3.02, -1.01], [0.69, 3.65, 0.27], [1.38, 1.45, -0.82], [2.54, 1.37, -1.39], [3.28, -0.12, -0.97], [2.97, 2.54, -2.16], [4.11, 2.72, -2.92], [4.27, 3.95, -3.56], [3.31, 4.95, -3.43], [2.16, 4.76, -2.66], [2.03, 3.54, -2.03], [4.85, 1.94, -3.03], [5.14, 4.13, -4.16], [3.46, 5.89, -3.93], [1.42, 5.54, -2.56], [-4.46, -1.53, -0.11], [-3.74, -2.44, 0.56], [-2.38, -2.52, 0.31], [-1.68, -3.48, 1.02], [-0.36, -3.63, 0.84], [-2.29, -4.32, 1.93], [-1.58, -5.22, 2.61], [-3.66, -4.21, 2.15], [-4.25, -5.00, 3.03], [-4.39, -3.26, 1.46], [-5.70, -3.15, 1.67], [-1.66, -1.24, -0.96], [0.52, -1.43, -1.36], [-2.42, -1.45, -2.74], [-3.19, -2.53, -3.13], [-3.48, -3.51, -2.26], [-3.70, -2.64, -4.41], [-4.44, -3.68, -4.76], [-3.41, -1.65, -5.34], [-3.89, -1.74, -6.57], [-2.63, -0.56, -4.98], [-2.36, 0.38, -5.87], [-2.15, -0.48, -3.69], [-1.39, 0.57, -3.36], [-2.08, 0.50, -0.16], [-3.01, 1.41, -0.64], [-3.71, 1.15, -1.75], [-3.27, 2.61, 0.01], [-4.16, 3.46, -0.48], [-2.58, 2.92, 1.17], [-2.81, 4.07, 1.78], [-1.65, 2.04, 1.69], [-0.99, 2.32, 2.80], [-1.45, 0.86, 1.01], [-0.52, -0.02, 1.54]],
  "total_charge": 1,
  "homo_energy_ev": -11.50,
  "homo_lumo_gap_ev": 5.6,
  "multiplicity": 1
}

(4)
{
  "formula": "C33H12BF15GeIrN5S",
  "method": "the ωB97M-V functional and the def2-TZVPD basis",
  "species": ["Ir", "B", "N", "C", "C", "C", "N", "N", "C", "C", "C", "N", "H", "H", "H", "H", "H", "H", "H", "H", "F", "C", "C", "C", "F", "C", "F", "C", "F", "C", "F", "Ge", "S", "C", "C", "F", "C", "F", "C", "F", "C", "F", "C", "F", "C", "C", "F", "C", "F", "C", "F", "C", "F", "C", "F", "N", "C", "C", "C", "C", "C", "C", "C", "C", "C", "H", "H", "H", "H"],
  "xyz": [[-0.32, -0.06, 0.39], [2.23, 2.46, 0.46], [2.51, 0.97, 0.82], [3.73, 0.53, 1.10], [3.68, -0.81, 1.46], [2.35, -1.14, 1.37], [1.63, -0.05, 0.99], [0.80, 2.62, -0.16], [0.31, 3.80, -0.53], [-0.85, 3.60, -1.29], [-1.02, 2.24, -1.31], [-0.02, 1.64, -0.62], [3.04, 2.77, -0.37], [2.31, 3.18, 1.42], [4.57, 1.21, 1.02], [4.49, -1.45, 1.75], [1.85, -2.07, 1.56], [0.83, 4.70, -0.27], [-1.47, 4.35, -1.74], [-1.78, 1.65, -1.79], [-2.86, 3.47, 1.58], [-2.77, 3.31, 2.91], [-3.25, 2.15, 3.49], [-3.12, 2.02, 4.86], [-3.53, 0.91, 5.49], [-2.56, 3.02, 5.64], [-2.44, 2.87, 6.95], [-2.10, 4.18, 5.03], [-1.56, 5.13, 5.75], [-2.21, 4.33, 3.65], [-1.76, 5.43, 3.07], [-4.00, 0.79, 2.34], [-2.41, 0.29, 0.81], [-5.46, 1.41, 1.23], [-5.95, 0.54, 0.27], [-5.42, -0.69, 0.16], [-6.97, 0.89, -0.60], [-7.41, 0.04, -1.51], [-7.52, 2.16, -0.50], [-8.48, 2.53, -1.33], [-7.06, 3.05, 0.46], [-7.60, 4.26, 0.55], [-6.04, 2.67, 1.31], [-5.64, 3.54, 2.24], [-4.59, -0.80, 3.28], [-4.00, -2.06, 3.23], [-2.89, -2.27, 2.53], [-4.54, -3.13, 3.92], [-3.96, -4.33, 3.86], [-5.69, -2.96, 4.67], [-6.21, -3.98, 5.33], [-6.29, -1.71, 4.74], [-7.39, -1.55, 5.47], [-5.73, -0.66, 4.04], [-6.31, 0.55, 4.13], [0.14, -9.77, -1.36], [0.09, -8.64, -1.14], [0.02, -7.24, -0.87], [0.67, -6.72, 0.26], [0.62, -5.37, 0.51], [-0.08, -4.52, -0.35], [-0.75, -5.05, -1.47], [-0.68, -6.40, -1.73], [-0.13, -3.13, -0.10], [-0.20, -1.92, 0.09], [1.21, -7.39, 0.92], [1.12, -4.96, 1.37], [-1.30, -4.39, -2.13], [-1.19, -6.82, -2.59]],
  "total_charge": 1,
  "homo_energy_ev": [-11.86, -11.91],
  "homo_lumo_gap_ev": [5.5, 5.8],
  "multiplicity": 2
}

Molecular weight, record by record: 791.16, 1080.32, 1045.65, 1071.17 g mol⁻¹
Calculated total energy, record by record: -2659.6560, -5751.4406, -6516.8796, -5640.3900 Ha
Relative energy (zero: lowest compared OMol25 entry of this formula, charge and spin), record by record: 3.077, 0.023, 0.000, 1.896 eV